Computed, not measured: C36H35FLuN6O2S2Si as an isolated structure, with ωB97M-V/def2-TZVPD.

Atoms and positions in Å:
Lu (14.157730, 13.638224, 13.134461)
N (15.577201, 13.070277, 14.955990)
C (15.324713, 13.969704, 16.000981)
C (14.554841, 13.577737, 17.068787)
C (14.110153, 14.515426, 18.006666)
C (14.512017, 15.850187, 17.893333)
C (15.281069, 16.190335, 16.788761)
C (15.688806, 15.276586, 15.788630)
C (16.439912, 15.751560, 14.576242)
C (17.519394, 16.641459, 14.691873)
C (18.313438, 16.912616, 13.628933)
C (17.955688, 16.461477, 12.379145)
C (16.867454, 15.607742, 12.213112)
C (16.131558, 15.188164, 13.321123)
H (15.446400, 12.111980, 15.171029)
H (16.502212, 13.151417, 14.522536)
H (14.234203, 12.574085, 17.190342)
H (13.543332, 14.248402, 18.923920)
H (14.125762, 16.482147, 18.651177)
H (15.529188, 17.217068, 16.649814)
H (17.847853, 17.009723, 15.642311)
H (19.188895, 17.553964, 13.744129)
H (18.476766, 16.856154, 11.510833)
H (16.519015, 15.261509, 11.256036)
N (7.677036, 10.444784, 11.231244)
C (8.734120, 10.836558, 12.012943)
C (9.712776, 11.701281, 11.548194)
C (10.855008, 11.917018, 12.403488)
C (10.900364, 11.290771, 13.613484)
C (9.860351, 10.561705, 14.071317)
C (8.773556, 10.322830, 13.296459)
S (12.345405, 11.567062, 14.574230)
O (12.228859, 10.728791, 15.760047)
O (12.558395, 13.042007, 14.739808)
N (13.648041, 11.365545, 13.653445)
C (13.821719, 10.204969, 12.918600)
N (12.852831, 9.294643, 12.663355)
C (13.093089, 8.351197, 11.737678)
C (14.271342, 8.280559, 11.066464)
C (15.289614, 9.112723, 11.518593)
N (15.120378, 9.969627, 12.511138)
H (7.626634, 10.876417, 10.368375)
H (7.046789, 9.731103, 11.394486)
H (9.500505, 12.281860, 10.660817)
H (11.600115, 12.525927, 12.002406)
H (9.869201, 10.292491, 15.093520)
H (7.890714, 9.741560, 13.700383)
H (12.340196, 7.599759, 11.561163)
H (14.300229, 7.636015, 10.197962)
H (16.319378, 9.085276, 11.117865)
C (14.699552, 12.914247, 6.791465)
Si (14.870912, 11.349975, 7.796708)
C (15.917629, 10.215900, 6.704386)
C (13.293188, 10.408343, 8.175023)
C (15.851325, 11.772077, 9.338137)
C (17.173378, 11.409385, 9.593679)
C (17.743692, 11.617569, 10.837821)
C (16.967597, 12.229572, 11.760985)
N (15.721239, 12.666359, 11.554259)
C (15.142354, 12.473655, 10.393320)
S (13.492121, 12.990393, 10.400629)
H (14.560994, 12.766342, 5.721874)
H (15.585680, 13.523287, 6.920320)
H (13.755357, 13.586404, 7.032480)
H (15.505348, 9.785160, 5.792104)
H (16.227931, 9.306315, 7.228471)
H (16.764844, 10.748494, 6.384537)
H (12.722953, 10.135648, 7.303076)
H (12.597309, 10.947679, 8.873343)
H (13.501835, 9.436612, 8.635425)
H (17.645150, 10.753345, 8.831987)
H (18.823008, 11.418411, 10.985055)
H (17.466502, 12.417833, 12.702232)
F (10.631511, 19.145205, 13.431252)
C (11.347912, 17.982328, 13.286341)
C (11.395632, 17.355446, 12.039908)
C (12.205477, 16.224198, 11.952519)
C (12.790533, 15.602868, 13.035850)
C (12.590363, 16.247642, 14.283705)
C (11.893078, 17.448051, 14.429372)
H (10.881182, 17.622763, 11.142476)
H (12.103581, 15.672695, 11.000335)
H (12.962503, 15.764971, 15.170231)
H (11.878626, 18.017612, 15.398394)

Forces on atoms 1 to 3 (eV/Å):
0.29 1.02 -0.72
1.18 -0.71 -0.66
-0.11 -0.26 -0.73

The largest force on an atom comes out at 3.91 eV Å⁻¹. The spin multiplicity is 1. As for the HOMO energy: -4.9 eV. The net charge is -1. The HOMO-LUMO gap comes out at 7.381 eV. The energy is -116826.0073 eV.

***

Computed, not measured: an isolated ion of composition C5H14N3 and charge +1, with ωB97M-V/def2-TZVPD.

Atoms and positions in Å:
C (-1.259639, 0.531599, 1.334426)
C (-0.581471, -0.844328, 1.546918)
N (-1.403668, -1.986389, 1.418952)
C (0.458232, -1.127098, 0.330371)
C (0.490660, -0.158624, -0.790401)
N (-0.461823, -0.212382, -1.780622)
C (1.474732, 0.772692, -0.808463)
N (1.780629, 1.855721, -1.697368)
H (-0.660206, 1.281365, 1.680696)
H (-1.668611, 0.814935, 0.387953)
H (-2.177585, 0.675542, 1.860558)
H (0.086140, -0.883000, 2.450561)
H (-2.041198, -2.116351, 2.230336)
H (-2.075754, -1.854526, 0.660332)
H (0.326239, -2.157831, -0.042197)
H (1.436288, -1.159183, 0.893464)
H (-1.158156, -0.984179, -1.626595)
H (-0.560592, 0.615961, -2.398414)
H (2.262900, 0.693311, -0.044290)
H (1.103564, 2.578758, -1.679741)
H (1.951250, 1.456036, -2.702691)
H (2.678070, 2.207972, -1.223788)

Forces on atoms 1 to 3 (eV/Å):
-1.18 -1.67 0.53
1.37 0.84 -2.39
-2.67 -1.31 1.59

The largest force on an atom comes out at 3.51 eV Å⁻¹. The spin multiplicity is 1. As for the HOMO energy: -12.4 eV. Its structure (SMILES) is C[C@@H](N)C/C(N)=C/[NH3+]. The net charge is +1. The HOMO-LUMO gap comes out at 8.592 eV. The energy above the lowest of the compared OMol25 structures with the same formula, charge and spin comes out at 303.8 kJ/mol. The energy is -9874.0181 eV.

***

Computed, not measured: one molecule with the formula C15H20N2O2, with ωB97M-V/def2-TZVPD.

Atoms and positions in Å:
C (3.407966, -1.015054, 1.340981)
O (2.766413, 0.216692, 1.660961)
C (1.353024, 0.232508, 1.444026)
O (0.657829, -0.761680, 2.281211)
C (1.013547, -0.899974, 3.668920)
C (0.850658, 1.606402, 1.908825)
C (1.298086, 2.749611, 0.915226)
C (0.643409, 2.621739, -0.460650)
N (0.864693, 1.256112, -0.922564)
C (0.278530, 0.801981, -2.205032)
C (-0.047505, -0.669953, -1.954530)
C (-1.538963, -1.016698, -1.922205)
C (-2.403138, -0.388350, -1.018965)
C (-3.778546, -0.689811, -0.972024)
C (-4.299516, -1.667176, -1.861838)
C (-3.436423, -2.280284, -2.756682)
C (-2.057921, -1.978617, -2.770466)
N (0.552763, -0.924077, -0.611763)
C (0.920695, 0.170362, -0.023027)
H (3.056980, -1.822136, 1.957732)
H (3.260816, -1.316380, 0.278554)
H (4.448541, -0.898839, 1.571113)
H (0.128807, -1.152582, 4.292418)
H (1.535333, -0.027046, 4.120768)
H (1.676560, -1.732864, 3.814613)
H (-0.246480, 1.566311, 1.949469)
H (1.134805, 1.901777, 2.908206)
H (1.023155, 3.699762, 1.365498)
H (2.392689, 2.719485, 0.754233)
H (1.016612, 3.349100, -1.152669)
H (-0.438356, 2.754017, -0.350031)
H (1.014745, 0.938557, -3.015212)
H (-0.588332, 1.392960, -2.463737)
H (0.466983, -1.235643, -2.707679)
H (-2.010667, 0.322321, -0.328379)
H (-4.420387, -0.229983, -0.218253)
H (-5.353422, -1.916211, -1.783028)
H (-3.783292, -3.132006, -3.371591)
H (-1.360689, -2.544333, -3.362432)

Forces on atoms 1 to 3 (eV/Å):
-0.44 -0.13 -0.88
-1.03 -0.26 -0.48
-0.06 0.90 2.38

The largest force on an atom comes out at 3.81 eV Å⁻¹. The spin multiplicity is 1. As for the HOMO energy: -8.3 eV. Its structure (SMILES) is COC1(OC)CCCN2C[C@H](c3ccccc3)N=C21. The net charge is 0. The HOMO-LUMO gap comes out at 9.162 eV. The energy above the lowest of the compared OMol25 structures with the same formula, charge and spin comes out at 301.3 kJ/mol. The energy is -22953.1285 eV.

***

Computed, not measured: one molecule with the formula C3H6OSi, with ωB97M-V/def2-TZVPD.

Atoms and positions in Å:
C (-1.891562, 0.275389, -0.368774)
C (-0.837335, 0.844974, 0.242437)
C (0.493841, 0.530148, 0.232651)
O (1.695906, 1.703375, 0.174077)
Si (1.372746, -1.164804, 0.199734)
H (-2.723496, 0.887086, -0.624063)
H (-1.842230, -0.696281, -0.885910)
H (-1.052428, 1.842913, 0.594732)
H (0.524394, -1.924257, -0.750899)
H (2.731933, -1.060105, -0.397157)
H (1.528232, -1.238433, 1.583171)

Forces on atoms 1 to 3 (eV/Å):
1.33 -1.31 -0.94
-2.28 2.35 0.01
8.40 3.44 -0.86

The largest force on an atom comes out at 9.12 eV Å⁻¹. The spin multiplicity is 1. As for the HOMO energy (alpha / beta): -9.7 / -9.1 eV. Its structure (SMILES) is C=CC(=O)[SiH3]. The net charge is 0. The HOMO-LUMO gap (alpha / beta) comes out at 8.254 / 7.724 eV. The energy above the lowest of the compared OMol25 structures with the same formula, charge and spin comes out at 488.8 kJ/mol. The energy is -13127.4319 eV.